Entry from the OMol25 dataset: a molecular structure, C22H36Ca2F4KNO14P (ωB97M-V/def2-TZVPD).

Results
LUMO energy, eV: -5.086
HOMO level, eV: -6.84
Frontier orbital gap, eV: 1.76

Geometry as ORCA input:
```
! RIJCOSX wB97M-V def2-TZVPD def2/J DEFGRID3
* xyz 1 1
C 4.91247 2.10808 1.31694
C 4.07591 2.42947 0.02527
C 4.34704 3.96904 -0.35500
C 3.05394 4.81630 -0.64795
P 3.62333 6.54967 -0.19811
O 4.75859 6.86940 -1.11055
C 2.65855 4.75725 -2.16351
C 1.64995 3.55587 -2.19580
O 1.49746 2.74857 -3.00224
N 0.88773 3.70606 -0.93771
C 1.69150 4.45056 0.04721
C 1.66746 3.95728 1.50938
F 1.22177 2.69476 1.61948
F 2.81373 4.13508 2.17737
F 0.73967 4.70026 2.16739
H 5.74835 2.82027 1.47318
H 4.29781 2.14850 2.25586
H 5.35699 1.08964 1.21934
H 3.01375 2.14745 0.11426
H 4.50320 1.74888 -0.79546
H 4.97452 4.50812 0.37546
H 4.95858 3.98783 -1.32958
H 2.53601 7.46644 -0.32868
H 4.15289 6.54273 1.13076
H 3.53716 4.72760 -2.83074
H 2.07412 5.69462 -2.31079
H 0.22001 4.41843 -1.24879
H 1.15907 5.42397 0.10859
C -1.66412 1.88643 -4.18866
O -1.57241 0.65582 -4.23872
O -1.14268 2.68149 -5.02065
O -2.28200 2.53135 -3.29165
Ca 5.68903 2.34384 -1.94952
O -3.86762 -1.56754 -0.07114
C -3.09480 -0.77809 0.39475
O -2.18616 -1.09450 1.35317
C -1.49229 0.09295 1.77416
C -1.64587 1.07231 0.62350
C -3.00593 0.69391 0.05764
H -1.95405 0.45699 2.69574
H -0.44572 -0.14263 1.97357
H -1.57120 2.11419 0.93225
H -0.87308 0.88848 -0.12613
H -3.81826 1.22155 0.56168
H -3.05608 0.85235 -1.01784
Ca 3.36298 0.50434 3.07039
O -4.36283 -3.20388 -6.03109
C -5.02340 -2.17851 -5.80441
C -3.96481 -0.78748 -5.90449
O -4.64445 0.22296 -5.66145
H -5.50734 -2.09030 -4.82265
H -5.85264 -1.95340 -6.49976
H -3.49629 -0.86795 -6.90135
H -3.13330 -1.03031 -5.22140
C -7.76714 -4.24538 -1.77502
C -8.68643 -4.88070 -2.77370
O -8.98761 -3.80025 -3.66159
C -7.89296 -2.98938 -3.63001
O -7.66939 -2.13636 -4.44441
O -7.09157 -3.26089 -2.57149
F -9.82889 -5.29308 -2.19218
H -8.30444 -3.74981 -0.96325
H -7.06165 -4.95303 -1.34629
H -8.24336 -5.70210 -3.33895
K -9.12238 -1.08418 -2.96868
C 4.24179 -5.36522 7.29457
O 3.82892 -5.97246 6.08107
C 2.78408 -5.25500 5.43775
C 3.30429 -4.46270 4.25534
O 4.13224 -3.38425 4.67923
C 5.51180 -3.65044 4.48448
H 5.13696 -5.88051 7.64103
H 4.47879 -4.30735 7.15460
H 3.46104 -5.47223 8.05443
H 2.26150 -4.60430 6.14559
H 2.06711 -5.99826 5.07410
H 2.45237 -4.02196 3.72698
H 3.83647 -5.11345 3.55554
H 5.74938 -3.64980 3.41539
H 5.80194 -4.60687 4.92569
H 6.08089 -2.85650 4.96831
*
```

=====

Entry from the OMol25 dataset: a molecular structure, C15H20EuN2O2 (ωB97M-V/def2-TZVPD).

Results
LUMO energy (spin up / spin down), eV: -0.464 / -0.467
HOMO level (spin up / spin down), eV: -5.77 / -6.02
Frontier orbital gap (spin up / spin down), eV: 5.30 / 5.56

Geometry as ORCA input:
```
! RIJCOSX wB97M-V def2-TZVPD def2/J DEFGRID3
* xyz 0 8
C 2.77883 -0.26204 -2.10833
C 1.93932 -0.92621 -3.20931
H 2.61816 0.82900 -2.08112
H 3.82408 -0.45472 -2.37094
H 2.74323 -0.67506 -1.07518
H 0.86491 -0.66199 -3.29373
H 2.35187 -0.60019 -4.18332
H 2.00006 -2.02122 -3.16543
C 0.76329 2.50932 1.09840
C 0.43584 3.49355 2.03777
C -0.91239 3.69822 2.36539
C -1.88545 2.87155 1.80545
H 1.80377 2.33093 0.81831
H 1.23103 4.08842 2.47832
H -1.21613 4.49668 3.04120
H -2.94494 2.91772 2.09229
N -0.17428 1.78246 0.47472
C -1.47730 1.89869 0.86007
C -2.43138 0.95107 0.25892
N -1.89812 0.00721 -0.56740
C -2.61841 -1.10108 -0.82379
C -4.57344 -0.14204 0.17452
C -3.97188 -1.20333 -0.51759
H -2.05027 -1.92800 -1.25126
H -4.50064 -2.10378 -0.83215
C -3.79047 0.92432 0.62309
H -4.15111 1.74280 1.25732
H -5.62995 -0.15039 0.40618
Eu 0.53599 -0.51589 -0.74090
C -0.12270 -2.74094 -1.79540
H -0.59703 -2.26663 -2.67322
H -0.79106 -3.37514 -1.18550
H 0.84748 -3.22606 -2.02193
C 1.25639 -2.43523 3.02205
C 1.13518 -1.62423 1.75504
O 2.02692 -1.69357 0.83729
O 0.09062 -0.89279 1.59719
H 1.75683 -3.39064 2.86962
H 0.24966 -2.61326 3.38710
H 1.80242 -1.87576 3.78258
*
```

=====

Entry from the OMol25 dataset: 2 unconnected molecules or ions with the total composition C5H11OS (ωB97M-V/def2-TZVPD).

Results
LUMO energy (spin up / spin down), eV: -5.968 / -5.968
HOMO level (spin up / spin down), eV: -14.48 / -14.48
Frontier orbital gap (spin up / spin down), eV: 8.51 / 8.51

Geometry as ORCA input:
```
! RIJCOSX wB97M-V def2-TZVPD def2/J DEFGRID3
* xyz 1 1
C -1.64070 -0.73171 0.60686
C -1.60995 0.32348 -0.53627
C -0.21229 -0.74250 1.27319
C -0.50362 -0.09136 -1.40947
C 2.54084 1.40598 0.18012
O 1.68942 -1.67761 -0.55746
S 0.89946 -0.50760 -0.19628
H -2.57307 -0.59648 1.32206
H -1.74207 -1.67285 0.16811
H -2.61709 0.26438 -0.89871
H -1.52608 1.28031 -0.17062
H -0.03779 0.12840 1.80858
H 0.15075 -1.55065 1.77078
H -0.62582 -1.16346 -1.91174
H -0.03420 0.68511 -2.06973
H 2.94421 1.08451 1.08771
H 1.86126 2.28404 0.23627
H 3.03672 1.27802 -0.70341
*
```

=====

Entry from the OMol25 dataset: a molecular structure, C8H11O6S (ωB97M-V/def2-TZVPD).

Results
LUMO energy, eV: 3.402
HOMO level, eV: -4.00
Frontier orbital gap, eV: 7.40

Geometry as ORCA input:
```
! RIJCOSX wB97M-V def2-TZVPD def2/J DEFGRID3
* xyz -1 1
C -2.56363 0.62709 0.48795
C -1.02890 1.11121 -1.26382
C -1.74274 1.13824 1.49436
C -0.45167 0.06026 -0.45612
C 2.01778 0.97724 -0.91641
C 1.37892 -1.52097 -1.11332
C 1.41920 -0.29606 1.18834
C 1.12889 -0.23210 -0.32322
O -0.94135 -1.88474 1.30182
O -3.12426 1.46754 1.44170
O -0.54864 1.78007 -2.13688
O -2.84779 -0.57497 0.26062
O -1.60333 -2.35180 -0.95902
O -2.41299 1.27628 -0.80121
S -1.35626 -1.37078 0.04654
H -1.11275 2.08225 1.49433
H -1.35782 0.65228 2.44930
H 1.75241 1.26943 -1.86555
H 3.07747 0.58890 -0.90322
H 1.67080 1.75420 -0.19039
H 1.14938 -1.24803 -2.13201
H 2.37763 -2.00105 -1.16671
H 0.69665 -2.29753 -0.86530
H 2.54082 -0.55188 1.35364
H 0.63250 -0.98126 1.66430
H 1.24967 0.52618 1.91027
*
```

=====

Entry from the OMol25 dataset: 13 unconnected molecules or ions with the total composition C28H53BCl4N5O33 (ωB97M-V/def2-TZVPD).

Results
LUMO energy, eV: 1.459
HOMO level, eV: -7.95
Frontier orbital gap, eV: 9.41

Geometry as ORCA input:
```
! RIJCOSX wB97M-V def2-TZVPD def2/J DEFGRID3
* xyz -1 1
O -10.37054 -12.21988 4.41422
C -10.20222 -11.77266 5.54287
O -11.12301 -11.64203 6.47401
B -10.51434 -11.20252 7.70649
O -9.09188 -11.08780 7.40602
C -8.87373 -11.36676 6.16430
O -7.75162 -11.39350 5.67664
O -10.78765 -12.23595 8.78228
C -11.41218 -11.66496 9.77715
O -11.84922 -12.23363 10.77360
C -11.46428 -10.18787 9.49250
O -11.07645 -9.93884 8.28197
O -11.93761 -9.27771 10.17192
Cl -12.04144 -9.57077 14.82804
C -13.14264 -9.05514 13.50460
C -12.79101 -7.58499 13.02892
Cl -13.11938 -6.32393 14.17284
H -14.14887 -9.07275 13.92330
H -13.02053 -9.75051 12.67416
H -13.48254 -7.36190 12.21645
H -11.79907 -7.44842 12.59821
Cl -16.48656 -10.22924 11.33337
C -15.71595 -11.49218 10.35775
C -15.97860 -11.25448 8.89612
Cl -15.10062 -12.51454 8.00680
H -16.01956 -12.46705 10.73926
H -14.65808 -11.44856 10.61677
H -15.43208 -10.34916 8.63191
H -17.02478 -11.25587 8.59018
C -8.44236 -15.27975 4.53512
N -9.77042 -15.82389 5.05074
O -10.27795 -15.21346 6.01221
O -10.28997 -16.78474 4.45805
H -8.16750 -15.85759 3.65271
H -7.59925 -15.30467 5.22551
H -8.45205 -14.23747 4.21629
C -5.55155 -9.86180 7.98921
N -4.33217 -10.72409 8.28141
O -3.25629 -10.25181 8.10719
O -4.58737 -11.83033 8.68044
H -6.12621 -10.51632 7.33386
H -5.28542 -8.97396 7.41560
H -6.05736 -9.65624 8.93261
C -9.38782 -6.88245 10.66551
N -8.22507 -7.86001 10.56241
O -7.88983 -8.45617 11.56065
O -7.67563 -7.93277 9.42011
H -9.55091 -6.68682 11.72534
H -10.23566 -7.41375 10.23308
H -8.93365 -6.11003 10.04487
C -10.18065 -15.75276 8.96283
N -11.09524 -16.93179 8.73150
O -10.80592 -18.07083 9.09817
O -12.10243 -16.66221 8.03144
H -9.20640 -15.89424 8.49496
H -10.10327 -15.66573 10.04659
H -10.65250 -14.87100 8.52928
C -12.59665 -13.60300 13.96532
N -11.87613 -14.12025 15.16105
O -11.91780 -13.43624 16.21548
O -11.27961 -15.17443 15.10696
H -11.95347 -13.60277 13.08531
H -12.96669 -12.58039 14.03898
H -13.51428 -14.15741 13.76868
C -9.08390 -10.01912 16.72160
O -9.24736 -10.97448 15.65011
C -8.29687 -11.94407 15.28975
O -7.31671 -12.29627 15.95663
O -8.59246 -12.47193 14.09406
C -9.70010 -12.02509 13.26982
H -8.03290 -9.78068 16.88483
H -9.57635 -10.37727 17.62567
H -9.50539 -9.04297 16.48164
H -9.60926 -10.98356 12.96150
H -10.60832 -12.10808 13.86677
H -9.78915 -12.60572 12.35165
C -12.26864 -13.84486 2.46790
O -10.96301 -14.19366 2.23120
C -10.16293 -13.46779 1.53740
O -10.40598 -12.33530 1.10243
O -9.01273 -14.12955 1.45284
C -7.92694 -13.63527 0.75049
H -12.17896 -13.03656 3.19364
H -12.73921 -14.68854 2.97275
H -12.77275 -13.57693 1.53936
H -7.51427 -12.75884 1.25017
H -8.18798 -13.21413 -0.22039
H -7.04844 -14.26572 0.61314
C -10.98553 -17.62581 13.16084
O -11.35359 -16.73168 12.14564
C -12.65658 -16.41728 11.86332
O -13.63283 -17.00064 12.27930
O -12.62503 -15.35937 10.99660
C -13.85711 -14.74115 10.59786
H -9.92716 -17.36748 13.12615
H -11.09904 -18.65685 12.82591
H -11.41024 -17.49463 14.15609
H -13.65197 -13.75747 10.17549
H -14.57860 -14.57490 11.39780
H -14.28942 -15.28104 9.75540
C -7.99356 -10.22240 2.59990
O -7.23902 -10.04134 1.42073
C -7.88789 -9.92514 0.21470
O -9.07527 -10.15947 0.00239
O -7.04818 -9.21175 -0.69065
C -5.69266 -8.79792 -0.43992
H -8.89097 -10.84106 2.60194
H -8.30712 -9.23322 2.93354
H -7.33080 -10.64852 3.35307
H -5.61155 -7.86663 0.12062
H -5.10490 -8.88894 -1.35335
H -5.21999 -9.55018 0.19158
C -12.61531 -9.13157 4.17373
O -13.64515 -9.79322 3.40673
C -13.31732 -10.58587 2.43643
O -12.25315 -10.57282 1.76166
O -14.45534 -11.32282 2.07028
C -15.77499 -11.02354 2.55879
H -11.63802 -9.61403 4.18900
H -12.93845 -9.09914 5.21423
H -12.55388 -8.06377 3.96368
H -15.92100 -10.07401 3.07375
H -16.11660 -11.89296 3.12050
H -16.53190 -10.97950 1.77569
*
```

=====

Entry from the OMol25 dataset: C3H4F3N in the gas phase (ωB97M-V/def2-TZVPD).

Results
LUMO energy, eV: 0.934
HOMO level, eV: -9.90
Structure (SMILES): FC(F)(F)[C@H]1CN1
Frontier orbital gap, eV: 10.84

Geometry as ORCA input:
```
! RIJCOSX wB97M-V def2-TZVPD def2/J DEFGRID3
* xyz 0 1
F -1.12664 -1.68675 -1.57660
C -0.47435 -0.53960 -1.43375
F -1.27442 0.47632 -1.71349
F 0.57491 -0.54749 -2.23688
C 0.18966 -0.39642 0.33857
C 0.65959 0.91688 0.75143
N -0.63347 0.34976 1.26498
H 0.47968 -1.37862 0.73744
H 1.37057 0.88722 1.44652
H 0.67848 1.87005 0.13613
H -0.44401 0.04866 2.28566
*
```